Computed, not measured: 5 unconnected molecules or ions with the total composition C47H65BClF32I2N2O11 in a non-equilibrium geometry, with ωB97M-V with the def2-TZVPD basis set.

E_HOMO in eV: -11.89
Charge: +1
Kohn-Sham gap in eV: 8.76
Total energy in eV: -191633.9638

XYZ file:
```
161
Properties=species:S:1:pos:R:3:forces:R:3:lowdin_charge:R:1
C -3.47409 -7.18451 -5.18525 0.3 0.6 -0.1 -0.09
C -2.89912 -5.69858 -4.80262 0.5 -1.2 -0.7 -0.25
O -2.92200 -5.51960 -3.31215 1.2 2.6 -1.5 -0.21
C -2.14570 -4.25398 -3.10753 0.0 0.1 -0.4 -0.17
C -2.43214 -3.59278 -1.58775 1.5 -4.6 -0.3 -0.06
N -2.33606 -2.09053 -1.56579 -0.9 0.8 -1.8 0.00
C -1.07292 -1.52511 -0.97067 4.3 1.9 0.6 -0.30
C 0.09137 -1.80317 -2.15640 0.4 -0.7 0.7 -0.13
C 1.55030 -1.14817 -1.84689 0.4 1.0 -1.4 -0.27
C 1.75335 0.09815 -2.94470 -0.9 -0.9 -0.1 -0.60
I 3.04020 1.62501 -1.98658 -0.7 -0.7 -0.7 0.74
C -0.35238 -2.16096 0.31675 1.2 -1.2 1.2 -0.15
C -1.16686 -2.92273 1.48007 0.8 -0.4 1.8 -0.15
C -1.39865 -1.96068 2.83173 0.4 -2.2 -0.4 -0.19
O -1.85439 -2.93222 3.87965 1.2 2.4 -0.5 -0.27
C -1.41767 -2.51389 5.21720 -0.7 -0.6 1.1 -0.12
C -1.17403 0.10224 -0.58697 0.2 0.4 -0.9 -0.10
C -1.93517 0.78823 -1.83434 0.3 -2.4 -0.8 -0.56
Cl -1.64856 2.59668 -2.09507 -0.4 -1.6 0.4 0.64
C -3.52852 0.27025 -1.92817 1.9 1.9 -0.6 -0.26
C -3.81008 0.37523 -3.56826 1.8 0.9 -1.2 -0.14
C -5.11167 1.11310 -4.13591 -0.3 1.0 -1.7 -0.20
C -6.61936 0.65030 -3.89646 -1.7 0.1 -1.5 -0.09
C -7.04368 -0.68055 -4.82316 2.6 -2.5 -3.6 -0.23
O -6.22586 -1.21450 -5.75764 -5.3 3.5 6.2 -0.02
O -8.40453 -1.18866 -4.59345 4.2 0.6 0.0 -0.11
C -8.43398 -2.63178 -4.32362 -1.2 -1.6 0.3 -0.21
C -9.20374 -2.85982 -2.87663 0.1 0.2 0.0 -0.09
C -4.40805 1.39019 -1.20584 -1.8 1.0 0.1 -0.12
C -4.15925 1.90372 0.30291 -3.2 -0.6 4.8 -0.27
C -2.95264 2.82827 0.93449 0.0 1.2 -1.4 -0.09
N -5.15482 1.70960 1.27560 3.9 0.7 -4.5 0.09
C -3.64106 -1.29899 -1.31416 -3.4 0.4 0.2 -0.14
C -4.22651 -1.40202 0.19259 0.7 1.9 1.1 -0.09
C -4.71441 -2.74592 0.88732 2.4 -0.5 8.4 -0.64
O -4.38400 -2.86727 2.21221 -1.9 1.2 -8.6 -0.15
I -5.95473 -4.46002 0.37220 0.7 1.2 -0.5 0.97
B -4.95171 -1.91172 -2.17038 -2.3 -1.2 -2.1 -0.49
O -6.36573 -1.77533 -1.74111 3.5 1.3 -0.6 0.02
O -4.83983 -2.64686 -3.46768 0.2 -0.2 4.1 0.04
H -3.20364 -7.90708 -4.30419 -0.4 1.3 -1.9 0.09
H -4.63598 -7.19180 -5.32882 2.3 0.1 0.3 0.08
H -2.96010 -7.49063 -6.21825 -1.2 0.5 2.4 0.10
H -1.75612 -5.63085 -5.13300 -2.4 -0.2 0.6 0.14
H -3.49375 -4.86893 -5.37433 1.0 -1.3 1.3 0.13
H -0.97866 -4.46133 -3.25385 -2.5 0.3 0.5 0.14
H -2.45449 -3.54371 -3.97901 0.4 -0.8 1.7 0.12
H -3.37733 -4.09013 -1.13689 1.2 1.5 -0.9 0.10
H -1.55556 -4.15547 -0.99386 -1.9 2.1 -0.9 0.16
H -2.23370 -1.87028 -2.61247 0.0 -0.3 1.5 0.16
H -0.22203 -1.43000 -3.21365 0.2 -0.8 1.7 0.12
H 0.24769 -2.98706 -2.16747 -0.6 2.6 -0.2 0.12
H 1.69175 -0.65567 -0.79872 -0.4 -1.3 -1.9 0.07
H 2.41232 -1.92301 -2.07171 -1.9 1.6 0.8 0.11
H 2.22842 -0.28273 -3.94362 -0.7 0.9 2.0 0.08
H 0.72114 0.61724 -3.20387 2.3 -0.9 0.7 0.04
H 0.27088 -1.30006 0.86782 -1.5 -1.7 -1.4 0.14
H 0.51082 -2.92827 -0.00429 -2.1 1.7 0.3 0.14
H -0.43326 -3.76078 1.92570 -1.6 1.9 -1.1 0.15
H -2.10992 -3.53200 1.17096 1.6 1.5 0.5 0.10
H -2.15753 -1.09259 2.65585 1.3 -1.5 0.5 0.12
H -0.32901 -1.60951 3.14869 -2.0 -0.2 -0.7 0.13
H -2.35674 -2.68274 5.93589 2.1 0.7 -1.5 0.11
H -1.08153 -1.39385 5.19510 -0.6 -2.2 0.4 0.10
H -0.57879 -3.24720 5.64530 -1.5 1.8 -1.2 0.11
H -1.63585 0.24972 0.47574 0.5 -0.3 -2.1 0.11
H -0.09594 0.61154 -0.51536 -2.2 -1.6 -0.3 0.13
H -1.43743 0.32064 -2.81650 -0.9 1.1 2.2 0.09
H -3.00116 1.14910 -4.02363 -1.6 -1.6 1.5 0.12
H -3.43075 -0.58692 -4.17050 -1.5 1.6 1.5 0.15
H -4.97220 1.11431 -5.32841 -0.3 -0.2 2.7 0.15
H -5.05478 2.28289 -3.88909 -0.1 -2.7 -0.2 0.14
H -7.01570 0.58028 -2.79478 0.9 -0.2 -2.2 0.11
H -7.30684 1.50672 -4.37925 1.5 -1.8 1.1 0.16
H -7.36579 -3.12537 -4.32293 -2.1 1.3 -0.1 0.12
H -9.10717 -3.14061 -5.16751 1.7 1.1 1.8 0.14
H -8.74377 -3.82043 -2.37962 -1.1 1.8 -0.9 0.08
H -9.03995 -1.94916 -2.12964 -0.2 -2.0 -1.8 0.08
H -10.37275 -2.97128 -3.03560 2.6 0.1 0.3 0.09
H -5.54325 1.01721 -1.25428 2.4 0.9 0.3 0.12
H -4.43663 2.41312 -1.82594 0.4 -2.5 1.0 0.14
H -3.17234 3.25455 2.00787 0.0 -1.4 -2.2 0.10
H -2.88991 3.79173 0.22667 0.0 -2.1 1.5 0.09
H -1.89054 2.35557 0.91920 -2.0 0.7 -0.1 0.05
H -5.97735 1.22254 0.86658 0.6 0.2 0.0 0.02
H -5.18457 -0.70233 0.33333 2.2 -1.5 -0.6 0.13
H -3.41850 -0.87641 0.89849 -1.9 -1.6 -1.1 0.13
H -6.56139 -0.90639 -1.30368 0.3 -1.3 -0.3 0.09
H -5.04320 -3.60501 -3.22882 0.2 1.4 -0.7 0.13
C 6.05051 -5.48705 -2.69218 0.2 -1.0 -0.7 -0.05
C 5.06226 -4.32768 -2.49627 -0.3 -1.0 0.3 -0.43
C 5.70342 -2.99489 -2.12903 0.1 0.9 0.0 -0.28
F 6.37259 -3.05129 -0.95599 -0.5 0.2 -0.4 0.07
F 4.75278 -2.03308 -1.97726 -0.2 -0.1 -0.1 0.06
F 4.11988 -4.69308 -1.58635 0.2 0.4 -0.1 0.12
F 4.39050 -4.16749 -3.68012 0.4 0.4 0.1 0.10
O 6.21812 -6.36450 -1.57568 0.6 1.4 1.1 0.03
C 7.16437 -5.93257 -0.59494 0.5 -0.8 -2.0 -0.47
C 6.52109 -5.66227 0.76953 -0.2 0.1 0.9 -0.26
F 5.56603 -4.70141 0.69006 0.1 -0.3 -0.1 0.08
F 7.44247 -5.22037 1.66508 0.0 -0.2 -0.6 0.10
F 7.85282 -4.87287 -1.07685 0.0 -0.6 0.7 0.12
F 8.06646 -6.94663 -0.48544 -0.7 0.5 0.4 0.15
H 5.62538 -6.12803 -3.47583 -0.1 0.2 0.3 0.15
H 7.01224 -5.15695 -3.10353 -0.3 0.2 0.3 0.15
H 6.39297 -2.65589 -2.90776 0.0 -0.2 0.0 0.18
H 6.05602 -6.56535 1.17253 0.1 -0.1 -0.2 0.18
C 8.83797 0.61490 -0.15811 -0.2 1.0 -0.6 -0.06
C 9.44730 -0.76932 -0.42611 0.9 0.7 0.0 -0.43
C 8.88140 -1.89494 0.43122 -0.1 -1.1 0.3 -0.30
F 9.09796 -1.69607 1.75052 0.0 -0.3 -0.5 0.09
F 9.47992 -3.07754 0.12288 0.1 0.4 -0.2 0.09
F 10.80035 -0.69108 -0.31333 -0.5 -0.2 0.1 0.13
F 9.20269 -1.06864 -1.74102 -0.4 -0.2 0.3 0.10
O 9.58744 1.47436 0.70456 -0.2 -1.2 1.5 0.03
C 9.36586 1.28095 2.10359 -1.2 0.9 -1.6 -0.47
C 10.62394 0.81282 2.84300 0.9 -0.4 0.4 -0.26
F 11.08545 -0.36366 2.34843 -0.2 0.6 0.0 0.09
F 10.36724 0.60557 4.16111 -0.3 0.3 -0.4 0.10
F 8.30943 0.45448 2.27699 0.4 0.5 0.6 0.12
F 8.97494 2.49390 2.58319 0.6 -0.6 0.1 0.14
H 8.82997 1.14210 -1.12127 0.3 -0.2 0.2 0.15
H 7.78129 0.56207 0.13125 0.3 -0.2 0.1 0.14
H 7.80653 -2.01814 0.26909 0.1 0.2 0.0 0.15
H 11.42698 1.54949 2.76118 -0.2 0.1 -0.1 0.18
C 2.12438 4.25579 1.25919 -0.8 0.1 -0.8 -0.07
C 3.64511 4.47152 1.26037 -0.3 1.1 0.1 -0.43
C 4.43692 3.44456 2.06079 1.2 -0.4 0.4 -0.29
F 4.10851 3.44921 3.37195 0.3 0.0 -0.5 0.09
F 5.76887 3.71725 2.00268 -0.3 0.1 -0.3 0.09
F 3.91605 5.73890 1.67258 0.0 -0.6 0.0 0.13
F 4.06097 4.41027 -0.04413 0.0 -0.5 0.3 0.06
O 1.37809 5.04200 2.19166 0.7 -0.9 1.7 0.03
C 1.29384 4.50584 3.51425 -0.3 -0.4 -2.0 -0.47
C 1.96579 5.40203 4.56019 0.7 0.7 0.7 -0.26
F 3.28306 5.58449 4.28963 -0.7 0.0 -0.1 0.10
F 1.89740 4.84467 5.79749 -0.3 -0.2 -0.5 0.10
F 1.77175 3.24063 3.51306 -0.6 0.4 0.6 0.12
F -0.03701 4.40308 3.78324 0.4 0.3 0.3 0.12
H 1.76432 4.59041 0.27732 0.2 0.1 0.3 0.15
H 1.84851 3.19507 1.30246 0.3 0.2 0.2 0.13
H 4.29062 2.43391 1.66836 -0.2 0.0 -0.1 0.17
H 1.49183 6.38591 4.60003 -0.2 -0.1 -0.2 0.17
C -3.27775 7.10675 5.83971 -0.6 -0.4 0.9 -0.05
C -3.47918 7.16939 4.31831 -0.7 0.8 0.4 -0.43
C -2.23092 6.87696 3.49455 0.4 -0.2 -0.9 -0.30
F -1.24058 7.76712 3.72667 -0.2 -0.3 -0.3 0.08
F -2.50706 6.95549 2.16435 -0.3 -0.1 0.1 0.09
F -4.02134 8.37232 3.98877 0.4 -0.4 -0.1 0.13
F -4.43043 6.23553 3.99982 0.6 -0.2 0.0 0.10
O -3.07226 8.35943 6.49785 1.7 0.4 -0.9 0.03
C -1.72453 8.83632 6.49826 -1.1 -1.6 1.1 -0.47
C -1.56241 10.15330 5.73149 0.1 0.8 -0.6 -0.26
F -1.93708 10.02506 4.43346 0.0 0.0 0.6 0.09
F -0.26503 10.55700 5.72277 -0.2 -0.4 0.3 0.10
F -0.90563 7.85717 6.05123 0.2 0.7 0.4 0.12
F -1.40331 9.02406 7.80809 -0.1 0.4 -0.8 0.14
H -4.21977 6.73291 6.26226 0.1 0.3 -0.3 0.15
H -2.53170 6.35938 6.13628 0.0 0.3 -0.3 0.15
H -1.84895 5.87109 3.69240 -0.1 0.1 0.1 0.15
H -2.16612 10.94710 6.17831 0.0 -0.2 0.2 0.18
```
Forces are in eV/Å.

---

Computed, not measured: a molecular structure, C6H14AgF3O8P in a non-equilibrium geometry, with ωB97M-V with the def2-TZVPD basis set.

E_HOMO (alpha / beta) in eV: -0.63 / -0.20
Charge: -2
Kohn-Sham gap (alpha / beta) in eV: 4.03 / 3.60
Spin multiplicity: 2
Total energy in eV: -44264.5498

XYZ file:
```
33
Properties=species:S:1:pos:R:3:forces:R:3:lowdin_spin:R:1
Ag 1.84968 0.16441 -0.83254 0.8 -1.2 -0.2 -0.01
C -2.91608 -1.07837 -0.97630 4.8 3.0 -0.1 0.00
O -2.02077 -1.83969 -0.06725 -1.0 -1.4 0.1 0.00
O -1.94981 -0.31825 -1.61261 -2.5 -1.1 -0.8 0.00
C -4.00522 -1.82992 -1.85221 2.7 0.2 1.1 0.00
F -4.68375 -0.95337 -2.57848 -0.6 0.2 -0.2 0.00
F -3.47938 -2.73390 -2.71259 -0.5 0.1 0.5 0.00
F -4.86522 -2.46872 -1.01980 -0.5 -0.3 -0.5 0.00
C -2.61670 -2.47827 1.03819 -0.3 -0.2 -0.4 0.00
C -1.57536 -3.25239 1.80117 0.2 -0.8 -0.2 0.00
H -1.96380 -3.79896 2.66050 -0.4 0.3 0.3 0.00
H -1.19909 -4.05973 1.17290 0.4 0.2 -0.2 0.00
H -0.75877 -2.61419 2.13878 0.0 0.0 -0.2 0.00
H -3.40547 -3.12420 0.65256 -0.1 -0.4 0.4 0.00
H -3.09088 -1.78289 1.73081 -0.2 0.6 0.1 0.00
H -3.36355 -0.38793 -0.26134 -1.6 -0.2 0.2 0.00
P 4.99493 -2.29433 -1.12236 0.0 -0.6 1.4 -0.01
O 4.80433 -1.18832 -2.12966 0.9 2.1 -1.9 0.25
O 3.59913 -2.84698 -1.32972 -5.5 -1.8 -1.3 0.66
O 4.74234 -1.74856 0.28686 1.8 0.5 1.3 0.10
O 5.86018 -3.49632 -1.44157 1.7 1.0 0.6 0.01
C -0.19806 2.98497 3.51142 -0.9 -0.5 0.6 0.00
O 0.48085 1.85846 2.94328 -0.2 1.2 0.0 0.00
H -0.59880 3.71207 2.80516 0.8 -0.2 -0.6 0.00
H -1.11774 2.66003 3.99794 -0.2 -0.3 0.3 0.00
H 0.35153 3.51186 4.29145 0.5 0.0 -0.2 0.00
H 0.93114 1.42206 3.67018 0.1 -0.2 -0.1 0.00
C 2.72555 4.60184 -2.85190 -0.6 1.7 1.1 0.00
O 2.66562 4.18078 -1.48194 0.1 -1.5 -0.4 0.00
H 1.75598 5.02741 -3.11057 -0.2 -0.1 -0.3 0.00
H 3.41856 5.44220 -2.89228 0.4 -0.1 -0.5 0.00
H 2.96400 3.84082 -3.59494 0.2 -0.3 0.8 0.00
H 2.66465 4.88837 -0.83315 0.0 0.3 -0.6 0.00
```
Forces are in eV/Å.

---

Computed, not measured: 2 unconnected molecules or ions with the total composition C4H7N5 in a non-equilibrium geometry, with ωB97M-V with the def2-TZVPD basis set.

E_HOMO (alpha / beta) in eV: -19.10 / -19.50
Charge: +2
Kohn-Sham gap (alpha / beta) in eV: 8.95 / 8.94
Spin multiplicity: 3
Total energy in eV: -11685.4296

XYZ file:
```
16
Properties=species:S:1:pos:R:3:forces:R:3:lowdin_spin:R:1
C 2.58599 2.89729 1.82080 -2.1 -2.7 -2.6 0.00
C -0.29467 0.17055 -0.77479 0.9 -0.3 -0.7 0.14
C 0.93876 2.00870 0.31567 2.3 1.9 0.2 0.00
C 2.64140 0.50303 1.35243 -0.2 -0.4 0.2 0.00
N 2.76133 3.77695 2.50523 0.9 2.1 1.6 0.01
N 0.39764 0.92667 -0.20621 -0.9 -1.1 -0.3 0.03
N -2.30032 -0.62202 -0.57168 -0.6 1.5 2.2 1.59
N 2.00791 1.83489 1.09348 -0.3 1.9 -1.0 0.01
N -2.42406 -1.56649 -1.56005 -1.8 -0.1 1.9 0.16
H 0.53552 2.96557 -0.19180 0.9 -0.9 1.8 0.00
H 2.45462 -0.18446 0.47240 0.6 1.0 1.0 0.00
H 3.74293 0.67049 1.65066 -1.9 -0.4 -0.5 0.00
H 1.97298 0.20086 2.17428 1.0 -0.7 0.2 0.00
H -2.16386 -2.43659 -1.14483 1.5 -1.6 -0.3 0.02
H -2.02949 -1.18190 -2.36351 1.4 -0.2 -2.6 0.02
H -3.41643 -1.70824 -1.63731 -1.4 0.1 -0.9 0.02
```
Forces are in eV/Å.

---

Computed, not measured: 3 unconnected molecules or ions with the total composition C4H13N3 in a non-equilibrium geometry, with ωB97M-V with the def2-TZVPD basis set.

E_HOMO (alpha / beta) in eV: -22.38 / -22.94
Charge: +3
Kohn-Sham gap (alpha / beta) in eV: 7.13 / 6.55
Spin multiplicity: 2
Total energy in eV: -8786.7130

XYZ file:
```
20
Properties=species:S:1:pos:R:3:forces:R:3:lowdin_spin:R:1
C 3.02138 -0.12214 0.40719 -0.9 -1.7 0.7 0.10
C 2.19189 0.97979 -0.25425 5.1 0.3 -2.6 0.05
C 1.90363 0.78491 -1.61387 -0.7 0.5 0.7 0.08
N -4.31882 0.19539 1.21419 -0.9 -0.1 0.4 -0.29
C -4.22464 -0.26085 0.01641 -1.9 -0.1 -1.1 -0.06
N -3.11061 -0.49538 -0.67003 0.7 -0.3 -0.4 -0.60
N 2.29860 -1.40206 0.61302 -0.2 2.6 1.3 0.80
H 3.89417 -0.39428 -0.23932 0.0 0.6 0.2 0.04
H 3.39987 0.13909 1.40952 0.2 0.1 -0.1 0.03
H 2.53338 2.01049 0.02530 -1.9 -0.2 0.9 0.00
H 1.06187 0.06809 -1.06814 -0.2 0.5 -1.0 0.08
H 2.53913 0.15874 -2.25227 -0.3 -0.9 0.3 0.00
H 1.52467 1.61310 -2.20335 -0.4 0.1 0.2 0.00
H -5.24798 0.26586 1.62606 0.0 0.2 0.2 0.00
H -3.54204 0.43138 1.78438 0.9 0.3 0.7 0.00
H -5.20905 -0.43993 -0.47302 0.9 -0.1 0.1 0.00
H -2.24321 -0.24738 -0.17918 -0.4 0.1 0.2 0.04
H -0.30833 -0.09377 -0.10079 -0.1 -0.1 0.1 0.65
H 2.54794 -1.92903 1.46893 0.3 -0.7 -0.6 0.02
H 1.28816 -1.26203 0.48923 0.0 -1.2 -0.2 0.06
```
Forces are in eV/Å.

---

Computed, not measured: 2 unconnected molecules or ions with the total composition C2H8N2OSi in a non-equilibrium geometry, with ωB97M-V with the def2-TZVPD basis set.

E_HOMO in eV: -7.40
Charge: 0
Kohn-Sham gap in eV: 7.71
Total energy in eV: -15108.2640

XYZ file:
```
14
Properties=species:S:1:pos:R:3:forces:R:3:nbo_charge:R:1
C 0.79470 -0.52254 2.58121 2.3 2.4 -2.3 -0.51
C 0.25653 -1.22339 1.62546 -1.4 0.3 -3.7 -0.43
N -1.71998 0.78702 -1.08721 2.2 -0.7 -0.1 -1.31
N 1.01890 1.18250 -1.18544 -2.2 0.6 0.1 -1.30
O -0.37899 -1.28807 -1.96788 1.1 -0.5 -1.8 -1.13
Si -0.22678 -0.01382 -0.97567 0.4 -0.3 2.1 2.03
H 0.75088 -0.74308 3.58116 -0.1 -0.8 2.5 0.18
H 1.53846 0.35592 2.33433 -1.8 -1.4 0.4 0.18
H -0.34157 -2.15066 1.62842 0.3 0.7 0.6 0.18
H -1.88084 1.67354 -0.74665 -0.3 2.1 0.9 0.39
H -2.54797 0.34856 -1.31828 -1.7 -1.2 -0.5 0.40
H 1.91242 0.88610 -0.92781 1.7 -0.5 0.5 0.39
H 0.80288 2.04866 -0.65795 0.2 -0.7 -0.6 0.40
H 0.02136 -1.34075 -2.88371 -0.7 0.3 1.8 0.52
```
Forces are in eV/Å.

---

> What is the total energy in the first record?

-191633.9638 eV

---

> The highest total energy belongs to which entry?

C4H13N3